No. 1
DFT (the ωB97M-V functional and the def2-TZVPD basis) results for 2 unconnected molecules or ions with the total composition C4H8O.

Values from the calculation:
**Relative energy (zero: lowest compared OMol25 entry of this formula, charge and spin)**: 32.9 kcal per mole
**Structure (SMILES)**: CC=O.C=C
**Kohn-Sham gap**: 10.7239 eV
**Net charge**: 0
**Total energy**: -6323.741 eV
**Spin multiplicity**: 1

XYZ file:
```
13
C4H8O, DFT the ωB97M-V functional and the def2-TZVPD basis
C 1.95119 -0.56133 0.48096
C 1.36439 0.60635 -0.24990
O 1.88841 1.19821 -1.15666
H 1.28842 -1.42745 0.39228
H 2.03438 -0.34819 1.54939
H 2.92613 -0.82139 0.07683
H 0.39636 0.96323 0.12762
C -1.80019 0.00408 -0.84569
C -2.09958 0.09582 0.44671
H -1.36071 0.85407 -1.35422
H -2.09140 -0.85855 -1.42685
H -1.89737 1.00823 0.99681
H -2.60005 -0.71307 0.96270
```

Löwdin population analysis, charges in e, atoms 1 to 6: -0.0495, -0.3381, 0.0412, 0.0786, 0.0812, 0.0781

=====

No. 2
DFT (the ωB97M-V functional and the def2-TZVPD basis) results for a molecular structure, C7H14NO2.

Values from the calculation:
**Relative energy (zero: lowest compared OMol25 entry of this formula, charge and spin)**: 98.3 kcal per mole
**Kohn-Sham gap**: 9.7335 eV
**Net charge**: +1
**Total energy**: -13060.591 eV
**Spin multiplicity**: 1

XYZ file:
```
24
C7H14NO2, DFT the ωB97M-V functional and the def2-TZVPD basis
C 0.83894 1.46266 2.16269
C 0.70584 1.33037 0.85507
C -0.51937 -1.48364 1.47853
C 0.90024 -0.05172 0.27255
C -0.90574 -0.35546 -0.58427
C 2.01241 -0.14060 -0.77590
C -1.74348 0.86807 -0.61318
N -0.67513 -1.00807 -2.07611
O 0.75792 -1.17505 1.02695
O -1.40672 -1.20928 0.35899
H 0.76709 2.50409 2.68278
H 1.02981 0.70468 2.95493
H 0.40967 2.16566 0.10049
H -0.50133 -2.45039 1.79554
H -0.82080 -0.87496 2.24309
H 2.26037 0.76064 -1.22574
H 1.82475 -0.68836 -1.57843
H 2.97294 -0.50118 -0.27081
H -2.19939 0.91582 0.26970
H -2.60078 0.78317 -1.43190
H -1.09473 1.76355 -0.82952
H -1.67929 -1.19004 -2.39376
H -0.11215 -1.88518 -1.90116
H -0.22106 -0.24479 -2.52052
```

Löwdin population analysis, charges in e, atoms 1 to 6: 0.0446, -0.1314, -0.0949, -0.3240, -0.3355, 0.0189

=====

No. 3
DFT (the ωB97M-V functional and the def2-TZVPD basis) results for a molecular structure, C25H27BCl2FN8O2Pd.

Values from the calculation:
**Relative energy (zero: lowest compared OMol25 entry of this formula, charge and spin)**: 0.0 kcal per mole
**Kohn-Sham gap (alpha / beta)**: 8.1175 / 7.1298 eV
**Net charge**: 0
**Total energy**: -74298.277 eV
**Spin multiplicity**: 4
**⟨S²⟩**: 3.793

XYZ file:
```
67
C25H27BCl2FN8O2Pd, DFT the ωB97M-V functional and the def2-TZVPD basis
Pd 0.12067 0.39498 -0.21873
C 2.53528 2.53324 2.93083
C 2.80276 1.44450 1.94521
C 3.89657 1.32325 1.04756
C 3.66059 0.17627 0.35885
N 2.47582 -0.35170 0.79556
N 1.96726 0.44296 1.81087
B 1.96159 -1.81706 0.71660
N 0.72534 -1.88344 1.64817
C 0.52703 -2.46991 2.84047
C -0.70929 -2.09184 3.31098
C -1.22075 -1.21189 2.34256
C -2.53634 -0.50371 2.31451
N -0.33617 -1.09001 1.35982
N 1.48012 -2.15215 -0.74487
C 1.88963 -3.15086 -1.54305
C 0.95995 -3.31116 -2.54531
C -0.03960 -2.36032 -2.27718
C -1.37443 -2.21890 -2.94569
N 0.29962 -1.65066 -1.19730
N 2.99098 -2.88472 1.08348
C 2.75365 -4.18981 1.37707
C 3.94280 -4.86407 1.29279
C 4.88204 -3.88069 0.90179
C 6.34535 -4.04978 0.63075
N 4.30012 -2.70225 0.75942
H 3.46472 2.86325 3.39833
H 1.85862 2.17568 3.70723
H 2.08051 3.39557 2.44089
H 4.73453 1.99696 0.93544
H 4.24569 -0.32974 -0.39259
H 1.27493 -3.10343 3.28861
H -1.18323 -2.39994 4.23005
H -2.98289 -0.49746 3.30854
H -3.22781 -1.00847 1.63642
H -2.41976 0.51961 1.96714
H 2.79802 -3.69893 -1.33055
H 0.97187 -4.03902 -3.34374
H -1.29141 -1.82713 -3.96230
H -2.02398 -1.56437 -2.36795
H -1.85126 -3.19788 -3.01276
H 1.76290 -4.54728 1.61409
H 4.12236 -5.91133 1.49009
H 6.77375 -4.81927 1.27320
H 6.87489 -3.11364 0.80351
H 6.51752 -4.34852 -0.40574
F 3.83801 4.18628 -2.01872
C 2.73777 3.44761 -2.21340
C 1.50329 4.08375 -2.23256
C 0.37335 3.32351 -2.39919
C 0.45190 1.91323 -2.56072
C -0.70134 1.10864 -2.63779
C 1.74678 1.32307 -2.58482
C 2.87877 2.08436 -2.39575
H 1.44963 5.15626 -2.09227
H -0.60441 3.79178 -2.38368
H -0.60116 0.10465 -2.99566
H -1.68736 1.55304 -2.61814
H 1.83421 0.25446 -2.74213
H 3.86743 1.64292 -2.38169
Cl -2.29006 4.79743 -0.19173
C -1.04676 4.19567 0.93299
Cl 0.29095 5.34377 1.05993
C -0.60667 2.78030 0.51793
O -1.51403 1.91595 0.42630
O 0.59999 2.52217 0.29769
H -1.51552 4.14033 1.90621
```

Löwdin population analysis, charges in e, atoms 1 to 6: 1.1636, -0.0287, -0.3604, -0.0137, -0.1018, -0.0143

=====

Which value of spin multiplicity does entry 1 give? 1

=====

Number 3 is which compound? C25H27BCl2FN8O2Pd

=====

Look up the total energy of the first one. -6323.741 eV

=====

total energy of number 2 (C7H14NO2)? -13060.591 eV